(1)
13
Properties=species:S:1:pos:R:3 method="wB97M-V/def2-TZVPD" multiplicity=2 total_charge=+2 e_above_lowest_kj_mol=35.8 total_energy_ev=-20228.309 homo_ev="-17.2 / -17.2" lumo_ev="-9.589 / -9.551" homo_lumo_gap_ev="7.614 / 7.633"
C -0.88 1.26 -0.49
O -1.95 0.82 0.40
C -2.23 -0.46 0.41
C -1.79 -1.39 -0.48
H 3.41 0.85 0.21
H -1.31 1.36 -1.50
H -0.62 2.28 -0.17
H -2.80 -0.75 1.30
H -1.51 -1.12 -1.51
H -2.06 -2.43 -0.30
Ce 0.80 -0.48 -0.36
O 3.03 -0.05 0.20
H 3.75 -0.69 0.22



(2)
73
Properties=species:S:1:pos:R:3 method="wB97M-V/def2-TZVPD" total_charge=+1 total_energy_ev=-353007.554 homo_ev=-10.9 lumo_ev=-4.406 homo_lumo_gap_ev=6.522
C -5.01 0.02 0.92
C -4.51 -0.13 -0.53
Br -5.75 0.82 -1.70
C -3.12 0.49 -0.67
Br -2.51 0.57 -2.52
C -2.02 -0.16 0.10
N -1.98 -1.30 0.78
N -3.03 -2.21 0.90
C -3.17 -3.00 -0.05
S -3.36 -3.93 -1.23
C -0.74 -1.49 1.41
P -0.04 -2.79 2.51
O -0.79 -2.44 3.90
Br -1.06 -4.67 1.93
C -0.01 -0.42 1.06
O 1.23 -0.05 1.40
N -0.79 0.40 0.26
Br -0.18 2.02 -0.35
H -5.88 0.65 1.00
H -4.21 0.36 1.58
H -5.30 -0.96 1.29
H -4.55 -1.15 -0.90
H -3.21 1.51 -0.30
H -1.52 -1.82 3.85
H 1.87 -0.54 0.83
C 2.30 0.34 -4.41
O 2.43 -0.14 -5.51
N 3.34 0.80 -3.65
N 1.05 0.47 -3.82
H 3.22 1.20 -2.75
H 4.28 0.73 -4.02
H 0.27 0.15 -4.36
H 0.90 0.83 -2.90
C -0.25 2.02 4.50
O -0.64 2.13 5.64
N 1.06 2.16 4.14
N -1.11 1.72 3.47
H 1.39 2.08 3.20
H 1.72 2.39 4.87
H -2.08 1.61 3.70
H -0.81 1.61 2.52
C 3.92 -2.19 1.61
O 3.38 -1.91 0.53
N 4.73 -3.25 1.76
N 3.68 -1.39 2.68
H 5.18 -3.48 2.63
H 4.89 -3.84 0.96
H 3.07 -0.63 2.46
H 4.03 -1.51 3.61
C 5.24 3.80 -4.27
O 5.70 2.72 -3.97
N 6.01 4.92 -4.37
N 3.91 3.97 -4.56
H 5.66 5.82 -4.64
H 6.99 4.82 -4.18
H 3.34 3.15 -4.54
H 3.51 4.85 -4.84
C -8.57 0.09 3.05
O -7.45 0.36 2.61
N -9.10 0.73 4.13
N -9.36 -0.86 2.47
H -10.01 0.52 4.50
H -8.54 1.43 4.57
H -9.00 -1.33 1.66
H -10.28 -1.09 2.81
C 5.32 -2.00 -3.35
O 5.50 -2.04 -4.55
N 6.36 -2.05 -2.46
N 4.08 -1.89 -2.78
H 6.24 -2.01 -1.46
H 7.29 -2.13 -2.83
H 3.30 -1.83 -3.41
H 3.94 -1.87 -1.79



(3)
15
Properties=species:S:1:pos:R:3 method="wB97M-V/def2-TZVPD" total_charge=0 e_above_lowest_kj_mol=490.9 total_energy_ev=-8837.868 homo_ev=-9.1 lumo_ev=0.885 homo_lumo_gap_ev=9.941 smiles=CC(C)N(O)O
C -0.34 0.37 0.31
C -1.37 0.80 -0.72
C -0.67 -0.85 1.08
N 1.15 0.28 -0.49
O 1.28 -1.04 -1.10
O 2.12 0.35 0.56
H 2.72 1.05 0.25
H 2.22 -1.28 -1.13
H -0.16 1.20 1.01
H -2.32 1.04 -0.22
H -1.03 1.69 -1.25
H -1.56 0.00 -1.44
H -1.73 -1.09 1.19
H 0.04 -1.13 1.86
H -0.35 -1.38 0.09



(4)
12
Properties=species:S:1:pos:R:3 method="wB97M-V/def2-TZVPD" total_charge=-1 total_energy_ev=-20106.356 homo_ev=-2.5 lumo_ev=3.829 homo_lumo_gap_ev=6.360
C 0.38 -0.09 -0.19
C -1.03 -0.41 -0.40
C 0.71 1.25 -0.51
C -1.89 0.67 -0.76
C -0.18 2.55 -2.66
N -0.48 3.32 -1.73
O -3.03 1.04 -0.71
O -0.25 2.05 -3.69
P -0.73 2.31 -0.41
H 1.04 -0.89 0.15
H -1.29 -1.41 -0.29
H 1.72 1.77 -0.31